A gas-phase ion, C4H8NO2S (charge -1) at a distorted geometry. Source: the Open Molecules 2025 dataset; level of theory: ωB97M-V with the def2-TZVPD basis set.

XYZ file:
```
16
C4H8NO2S (ωB97M-V with the def2-TZVPD basis set)
C 0.703 0.511 -2.723
N 1.057 0.783 -1.310
C 0.077 0.208 -0.374
C -0.090 1.119 0.827
S -1.743 0.883 1.630
C 0.569 -1.226 0.119
O -0.257 -1.863 0.793
O 1.721 -1.508 -0.252
H -0.292 0.074 -2.902
H 1.393 -0.169 -3.238
H 0.704 1.419 -3.285
H 1.818 0.128 -1.179
H -0.861 0.006 -0.894
H 0.628 0.990 1.626
H -0.170 2.163 0.532
H -1.817 -0.439 1.419
```

Net charge = -1
SMILES string = CN[C@H](CS)C(=O)[O-]
Lowest unoccupied orbital energy = 3.489 eV
ΔE to the lowest compared entry with this formula, charge and spin = 50.2 kJ/mol
DFT total energy = -20699.53070 eV
Spin multiplicity = 1